(1)
A structure of composition C23H28F9O3V, computed with ωB97M-V/def2-TZVPD.

Geometry as XYZ:
```
64
Properties=species:S:1:pos:R:3:forces:R:3:mulliken_spin:R:1
V -0.2785 -1.2468 0.4409 -1.30 -2.74 1.50 1.251
F 0.4011 2.4599 3.1440 -0.76 -0.74 0.29 0.001
F -0.1149 -0.9186 5.6093 -0.69 0.20 -1.08 0.000
F 2.2901 0.6007 2.8113 -0.49 -0.29 0.82 0.000
F -1.6058 1.7382 2.7496 0.63 -0.14 0.59 0.000
F 2.0185 -1.0590 4.2007 -0.32 0.90 -0.31 0.000
F -0.8109 -2.1386 3.9285 0.07 1.14 0.43 0.000
F 1.6978 1.0072 4.8918 -0.09 -0.97 -0.96 0.000
F -2.0097 -0.4472 4.6114 1.02 -0.40 -0.14 0.000
F -0.8938 1.8460 4.8210 0.60 -0.32 -1.36 0.000
O 1.8819 3.0732 -1.5730 -1.39 0.32 0.36 0.001
O -0.0553 -0.3339 2.0713 1.18 2.04 2.20 0.146
O 0.1493 -0.8465 -1.4260 0.22 2.17 -3.01 -0.070
C 0.1317 0.5532 -2.0063 -0.14 0.23 0.49 0.017
C 0.7046 -3.3667 -0.3443 0.11 0.57 0.74 -0.093
C 1.5276 0.1612 3.8417 1.25 0.21 0.22 -0.002
C 0.9868 3.2027 -0.4333 0.68 0.23 0.06 0.043
C -0.1569 4.1348 -0.8468 0.09 -0.38 -0.57 0.000
C 1.0338 -2.5820 1.7945 -0.38 -0.81 -0.53 -0.058
C 1.3150 -1.8483 -3.3986 0.34 -0.32 0.21 -0.001
C -0.7252 -0.8595 4.4043 -0.63 -0.67 0.72 0.006
C -0.5213 1.5468 3.5438 -0.48 1.23 0.17 0.002
C -0.0035 -1.3196 -2.8950 0.05 -0.58 -0.62 0.020
C 0.0351 0.0824 3.3837 0.09 -0.20 -0.76 -0.015
C 1.8548 -2.5124 -0.3378 0.31 -0.40 0.60 -0.008
C -0.2632 0.1053 -3.4058 -0.05 -0.35 0.72 0.003
C -2.2863 -2.0795 1.2779 -0.46 0.85 -0.10 -0.016
C 0.1902 -3.4139 0.9931 1.24 0.08 0.26 -0.036
C -2.3175 0.0646 0.3958 -0.27 -0.44 -0.73 0.070
C -1.1100 -2.3168 -3.0657 -0.33 -0.24 -0.04 0.000
C -2.4173 -0.8529 -0.6807 -0.21 -0.32 1.37 -0.094
C 0.4422 5.0180 -1.9723 0.23 -0.35 0.41 0.000
C -2.2823 -2.1811 -0.1452 -0.33 0.24 -0.67 -0.073
C 2.0235 -1.9921 0.9562 -0.15 -0.51 -0.53 -0.017
C 1.7267 4.2641 -2.3764 0.66 0.19 -0.20 0.000
C -2.3300 -0.6950 1.5933 -0.67 -1.17 -0.62 -0.100
H -2.0816 -1.8750 -2.8444 0.17 -0.30 -0.21 0.000
H -2.3137 -3.1131 -0.7228 -0.08 0.60 0.40 0.003
H 0.6402 2.2014 -0.1244 0.25 0.37 -0.11 0.004
H -0.5832 -4.0745 1.3686 0.20 0.20 -0.18 0.011
H 1.5584 3.6275 0.4123 -0.21 -0.12 -0.27 0.000
H -2.4207 -2.8901 1.9952 0.38 0.35 -0.33 0.000
H -2.7280 -0.5871 -1.6778 0.64 0.07 -0.09 -0.002
H 1.7254 3.9685 -3.4384 0.03 0.02 0.42 0.000
H -2.3531 1.1484 0.3098 -0.04 -0.33 0.14 0.002
H 0.4020 0.4343 -4.2122 -0.30 -0.11 0.23 0.000
H 1.2761 -2.0135 -4.4865 -0.13 0.21 0.36 0.000
H 2.1118 -1.1305 -3.1752 -0.01 -0.20 -0.11 0.000
H -2.4862 -0.3064 2.5769 0.27 0.07 0.02 -0.004
H 1.1363 0.9780 -1.9258 -0.34 0.04 0.11 -0.015
H -1.3220 0.2877 -3.6349 0.41 0.01 -0.05 0.000
H -1.1285 -2.6656 -4.1067 0.10 0.13 0.22 0.001
H 0.3849 -4.0090 -1.1561 -0.04 0.30 0.11 0.004
H 1.0253 -2.5132 2.8712 -0.21 0.04 -0.39 0.003
H -0.2386 5.1221 -2.8237 0.09 0.04 0.28 0.000
H 2.8376 -1.3668 1.2954 -0.18 0.07 -0.09 0.007
H -0.6366 1.1512 -1.5007 0.46 -0.09 0.00 0.005
H 0.7022 6.0125 -1.5996 -0.13 -0.14 -0.11 0.000
H -0.5318 4.6804 0.0143 -0.06 0.15 -0.06 0.000
H -0.9859 3.5606 -1.2797 0.05 -0.01 0.21 0.000
H -0.9513 -3.1838 -2.4168 -0.09 0.17 -0.30 0.000
H 1.5414 -2.8158 -2.9364 0.06 0.22 -0.18 0.000
H 2.6093 4.9011 -2.1960 -0.26 -0.21 -0.17 0.000
H 2.5819 -2.3771 -1.1426 -0.66 0.21 0.26 0.002
```
Positions in Å, forces in eV/Å.

Summary:
Multiplicity = 2
HOMO level (alpha / beta) = -0.4280 / -0.4361 Eh
Charge = +1
Max |F| = 3.7 eV Å⁻¹
Orbital gap (alpha / beta) = 7.24 / 8.45 eV
ΔE to the lowest compared entry with this formula, charge and spin = 1.646 eV
LUMO (alpha / beta) = -4.41 / -3.41 eV

---

(2)
A cluster of 2 separate species, C5H12N2O in total, computed with ωB97M-V/def2-TZVPD.

Geometry as XYZ:
```
20
Properties=species:S:1:pos:R:3:forces:R:3:mulliken_charge:R:1
O -1.7773 -0.4893 1.3085 0.04 -0.97 -1.04 -0.482
N 0.1269 -1.0387 -0.4896 1.26 0.50 0.84 -0.371
N -2.6950 0.3483 0.6936 0.49 -0.52 -1.33 -0.339
C 0.9170 0.3606 1.3280 -2.46 -0.15 0.88 -0.876
C 1.2512 -0.2614 0.2224 -1.26 -1.48 -1.30 0.586
C -2.7795 1.5165 1.1525 0.07 0.31 0.65 -0.333
C -0.2594 -0.4293 -1.7618 -0.16 0.15 -0.04 -0.936
C 2.5915 -0.3525 -0.4341 -0.13 0.17 0.03 -1.272
H 0.4584 -1.9857 -0.6657 0.03 0.15 0.08 0.294
H 0.5429 -0.4099 -2.5078 -0.04 0.06 0.06 0.350
H -1.2189 -0.9817 0.4940 -1.02 1.34 1.64 0.589
H -2.2768 1.8623 2.0606 0.13 -0.12 -0.20 0.311
H -1.1103 -0.9732 -2.1736 0.05 -0.01 -0.03 0.348
H -0.2213 0.2327 1.6528 2.89 0.67 -0.37 0.292
H 2.8703 -1.3918 -0.6123 0.04 -0.06 0.03 0.284
H 3.3480 0.1134 0.1920 0.08 0.01 0.01 0.378
H -0.5956 0.5849 -1.5476 0.05 0.02 -0.14 0.309
H -3.3939 2.2125 0.5903 -0.22 -0.17 0.21 0.274
H 1.6357 0.9272 1.8964 0.11 0.10 0.09 0.311
H 2.5859 0.1552 -1.3989 0.05 0.01 -0.07 0.282
```
Positions in Å, forces in eV/Å.

Summary:
Multiplicity = 1
HOMO level = -0.3335 Eh
Max |F| = 3.0 eV Å⁻¹
Orbital gap = 9.97 eV
SMILES = C=C(C)NC.C=NO
ΔE to the lowest compared entry with this formula, charge and spin = 4.612 eV
LUMO = 0.90 eV